1.
ORCA calculation (the ωB97M-V functional and the def2-TZVPD basis) on 8 unconnected molecules or ions with the total composition C48H120N8O16 at a distorted geometry.

Values from the calculation:
* LUMO energy: 0.25 eV
* strongest force on any atom: 3.62 eV/A
* HOMO energy: -0.30859 Ha
* SMILES string: COCCNCCOC.COCCNCCOC.COCCNCCOC.COCCNCCOC.COCCNCCOC.COCCNCCOC.COCCNCCOC.COCCNCCOC
* ΔE to the lowest compared entry with this formula, charge and spin: 128.2 kcal per mole

```
192
Properties=species:S:1:pos:R:3:forces:R:3
C -9.9208 -11.1671 1.2382 1.02 0.66 0.33
O -9.7241 -9.8185 1.6641 -0.58 0.27 -0.92
C -8.9057 -9.6263 2.7934 0.15 1.51 -0.25
C -8.7462 -8.0648 3.0667 -0.31 -1.31 -0.56
N -7.8297 -7.3702 2.1698 1.16 -2.06 0.93
C -7.6637 -5.9753 2.4870 0.08 0.44 -2.19
C -6.5658 -5.3340 1.5312 -1.07 -0.22 0.09
O -6.5072 -3.9302 1.6641 0.21 0.21 1.08
C -5.4831 -3.3016 0.9191 0.21 -0.66 0.13
H -10.4704 -11.2118 0.2979 -0.48 0.40 0.38
H -10.3813 -11.7280 2.0515 -0.15 -0.31 -0.19
H -8.9513 -11.5841 0.9656 0.25 -0.38 0.32
H -7.9149 -10.0439 2.6146 0.23 -0.14 0.08
H -9.3638 -10.1113 3.6554 0.02 0.01 0.30
H -8.4361 -7.9769 4.1079 0.29 0.17 -0.01
H -9.7286 -7.5994 2.9868 -0.52 -0.13 0.19
H -8.0265 -7.6244 1.2123 -0.10 0.54 -0.05
H -7.4732 -5.8548 3.5535 0.23 0.11 -0.15
H -8.6336 -5.5588 2.2152 -0.04 1.17 0.43
H -6.8401 -5.4939 0.4885 -0.43 -0.60 -0.23
H -5.6017 -5.8339 1.6245 0.26 0.11 0.56
H -5.8186 -3.1249 -0.1028 0.02 0.32 -0.09
H -4.5914 -3.9262 0.8666 0.11 -0.33 -0.06
H -5.1346 -2.4038 1.4298 -0.54 0.20 -0.13
C 6.9393 -3.5194 0.0966 -1.60 -0.40 1.42
O 6.4832 -3.3691 1.4585 1.08 0.79 0.73
C 7.5304 -2.8558 2.3018 -0.05 0.44 0.81
C 7.0451 -2.4174 3.7231 -0.53 -0.71 -2.09
N 6.5162 -3.5413 4.4758 1.30 0.51 -0.23
C 5.9149 -3.0347 5.6983 0.19 -0.56 -0.44
C 5.7195 -4.1796 6.6724 -0.42 2.61 1.02
O 4.5619 -4.8367 6.3934 -1.54 -2.97 -1.39
C 4.6919 -6.2332 6.0614 -0.13 0.83 0.59
H 7.8148 -4.1687 0.1001 0.06 0.09 -0.45
H 7.0628 -2.5639 -0.4131 0.40 0.09 0.13
H 6.0384 -3.9941 -0.2921 0.50 -0.30 -0.78
H 7.9593 -1.9649 1.8430 0.10 0.15 -0.22
H 8.3319 -3.5842 2.4247 0.05 -0.32 -0.15
H 6.2356 -1.7221 3.5009 -0.21 0.60 0.17
H 7.8187 -1.8753 4.2668 0.18 -0.25 -0.09
H 5.7695 -3.8881 3.8909 -0.16 -0.43 0.05
H 5.0177 -2.5314 5.3380 -0.75 -0.04 0.98
H 6.4890 -2.2629 6.2110 0.61 -0.05 -0.34
H 5.4217 -3.6814 7.5950 0.92 0.08 0.76
H 6.6254 -4.7745 6.7886 -0.06 -0.13 -0.10
H 5.4449 -6.4044 5.2921 -0.19 0.09 -0.36
H 3.6897 -6.5644 5.7894 0.26 -0.07 -0.19
H 5.0202 -6.7989 6.9333 -0.03 -0.07 0.25
C 1.4752 5.5304 -9.2926 0.24 -0.62 -0.73
O 2.9043 5.3960 -9.2994 -0.33 -0.06 0.38
C 3.3932 4.3658 -10.1604 0.41 0.04 -0.72
C 4.9223 4.1966 -10.0106 -1.42 1.14 1.32
N 5.1153 3.7718 -8.6179 1.45 -0.19 -1.29
C 6.5202 3.9234 -8.1886 -1.30 -0.39 0.35
C 6.4627 3.5423 -6.7372 0.65 -0.69 1.02
O 5.5910 4.4174 -6.0231 0.36 0.24 1.00
C 5.4963 4.1605 -4.5911 -0.35 -1.08 -1.13
H 1.0776 6.2782 -8.6065 0.81 0.18 0.10
H 0.9691 4.6007 -9.0326 0.19 -0.35 0.13
H 1.1294 5.7797 -10.2958 -0.04 0.18 -0.19
H 3.1660 4.5972 -11.2010 -0.16 0.26 -0.22
H 2.9301 3.3994 -9.9613 -0.21 -0.08 0.36
H 5.3978 5.1682 -10.1450 0.00 0.42 -0.26
H 5.3537 3.5655 -10.7875 -0.21 -0.55 0.33
H 4.5626 4.3720 -8.0226 -0.19 0.13 -0.02
H 6.9496 4.9158 -8.3253 -0.20 0.46 0.03
H 7.1656 3.2581 -8.7622 -0.06 -0.32 0.15
H 7.4527 3.4706 -6.2867 0.36 0.68 0.21
H 6.1265 2.5100 -6.6404 -0.54 -0.17 -0.24
H 4.6039 3.5730 -4.3754 -0.49 0.15 -0.25
H 5.4292 5.0649 -3.9865 0.42 0.11 -0.41
H 6.2646 3.4576 -4.2689 0.61 0.53 0.09
C -0.8283 -1.8490 11.2489 -0.56 0.38 0.85
O -0.9158 -1.7308 9.8619 0.53 0.23 0.24
C -0.1967 -2.7762 9.2469 -0.71 0.23 -1.54
C -0.3874 -2.5277 7.7105 2.30 -0.65 1.14
N -0.0282 -3.6925 6.8857 -2.23 -0.12 -0.40
C -0.4056 -3.4428 5.4804 0.97 0.04 1.64
C 0.1415 -4.5085 4.5976 -0.09 -0.22 -0.85
O 1.5717 -4.5377 4.5576 0.10 0.04 0.02
C 2.0547 -5.5858 3.7341 0.16 -0.35 -0.13
H 0.1864 -2.0272 11.6048 0.21 0.08 -0.07
H -1.4648 -2.6400 11.6456 -0.04 -0.49 -0.16
H -1.2228 -0.9488 11.7202 0.21 0.23 -0.20
H -0.6329 -3.7122 9.5958 0.00 -0.41 -0.37
H 0.8601 -2.7789 9.5139 0.19 0.18 0.16
H 0.3684 -1.8203 7.3694 -0.25 1.09 0.55
H -1.3686 -2.0589 7.6352 -0.19 -0.71 -0.71
H 0.9360 -3.9802 6.9731 0.13 0.43 0.00
H -0.0574 -2.4808 5.1042 0.38 0.42 0.04
H -1.4921 -3.3608 5.4480 -0.09 -0.47 -0.25
H -0.2409 -4.2286 3.6160 0.01 -0.50 -0.51
H -0.2426 -5.4817 4.9033 -0.04 -0.20 -0.06
H 3.1348 -5.6393 3.5976 0.21 0.97 0.59
H 1.7000 -5.5248 2.7053 -0.58 0.00 -0.02
H 1.8527 -6.5663 4.1654 -0.63 -0.17 -0.02
C -2.0037 -7.9587 -3.4761 1.85 -0.24 -0.70
O -0.9655 -8.0560 -4.4841 0.05 1.37 0.23
C -0.3555 -6.7718 -4.7243 -0.15 -0.14 -0.50
C 0.7177 -6.8608 -5.8119 -1.21 -0.02 0.41
N 0.0824 -6.7821 -7.1072 0.32 -0.21 -1.76
C 0.9760 -6.6115 -8.2745 -0.23 1.76 0.11
C 1.5134 -5.1504 -8.3363 -0.05 -1.39 -0.69
O 2.6597 -5.0405 -7.4985 -1.31 -0.92 0.03
C 3.2386 -3.7995 -7.4483 0.48 1.39 -0.56
H -1.5820 -7.3523 -2.6746 -0.26 -0.09 0.41
H -2.0876 -9.0032 -3.1759 -0.75 0.29 0.25
H -2.9021 -7.4656 -3.8475 -0.16 -0.31 -0.11
H 0.0852 -6.2736 -3.8608 0.15 -0.72 0.77
H -1.1084 -6.0457 -5.0307 -0.32 -0.04 -0.38
H 1.2210 -7.8208 -5.6965 0.68 0.14 0.29
H 1.3391 -5.9739 -5.6884 0.40 -0.40 -0.08
H -0.4661 -7.6104 -7.2893 -0.19 -0.13 0.30
H 0.4229 -6.7344 -9.2056 -0.62 0.03 0.20
H 1.8048 -7.2983 -8.4461 0.37 -0.25 0.78
H 0.6949 -4.4436 -8.1995 -0.02 0.18 1.20
H 1.7075 -4.9436 -9.3887 1.01 -0.07 -0.32
H 4.0026 -3.7603 -6.6718 -0.06 -0.19 -0.04
H 2.5395 -2.9782 -7.2907 -0.42 0.00 0.42
H 3.6862 -3.5459 -8.4093 0.44 -0.03 -0.24
C -2.0190 0.5004 -4.6640 -0.30 -0.34 1.13
O -1.2229 0.1976 -3.4775 -1.36 1.07 -1.04
C 0.1195 0.0465 -3.7567 1.87 -1.01 -0.34
C 0.9116 -0.4327 -2.5196 -0.77 0.73 -0.44
N 0.9228 0.6391 -1.5595 0.95 0.45 0.83
C 1.5345 0.3621 -0.2405 -1.03 0.92 -0.56
C 1.4378 1.6434 0.6500 0.16 -1.37 0.25
O 0.0612 1.8858 0.8559 0.08 -0.32 -0.92
C -0.2945 2.8763 1.7788 -0.52 -0.14 -0.34
H -1.8194 1.4135 -5.2248 0.86 0.25 0.37
H -3.0338 0.6442 -4.2931 0.00 -0.32 0.01
H -1.9955 -0.3181 -5.3833 0.09 -0.25 0.12
H 0.6311 0.9220 -4.1564 -0.30 0.72 0.23
H 0.2472 -0.6669 -4.5709 -0.01 -0.59 -0.10
H 1.9432 -0.6486 -2.7976 0.06 -0.09 -0.25
H 0.4670 -1.3579 -2.1530 -0.20 -0.31 0.18
H 0.0375 1.1182 -1.4772 -0.11 -0.28 0.19
H 2.5387 -0.0420 -0.3688 0.31 0.56 -0.09
H 1.0107 -0.4509 0.2622 -0.35 -0.06 0.38
H 1.9763 2.5036 0.2523 -0.20 0.15 -0.49
H 1.9024 1.4399 1.6149 0.19 -0.22 0.25
H -0.3711 2.4487 2.7785 0.43 0.22 0.30
H -1.3070 3.1681 1.4998 -0.01 0.21 0.05
H 0.3505 3.7519 1.7048 0.14 0.04 0.29
C -6.1790 2.2450 8.0594 0.21 0.39 -0.66
O -6.7136 3.1283 7.0786 0.15 0.25 -0.64
C -6.0339 3.0332 5.7987 -0.27 -0.30 0.56
C -6.5649 4.0160 4.7166 1.48 1.20 1.95
N -5.9096 5.3579 4.7849 -0.10 0.04 0.30
C -6.0709 6.0397 6.0774 -0.01 0.75 0.11
C -5.1729 7.2862 6.2513 -1.13 -0.26 -1.14
O -3.8564 6.8860 6.2976 2.34 0.49 0.96
C -2.8558 7.9297 6.0686 -0.59 -0.87 -0.94
H -6.7083 2.3897 9.0011 -0.34 -0.23 -0.30
H -5.1342 2.4561 8.2875 0.31 0.22 -0.18
H -6.2100 1.2297 7.6639 -0.25 -0.30 0.36
H -6.1090 2.0068 5.4399 -0.28 -0.29 -0.11
H -4.9689 3.1779 5.9803 0.29 0.34 -0.10
H -7.6102 4.2144 4.9537 -0.24 -0.45 -0.70
H -6.2905 3.6361 3.7324 -0.72 -0.22 0.02
H -4.9164 5.2612 4.6292 0.19 -0.17 -0.11
H -5.9339 5.3702 6.9266 0.08 -0.02 0.14
H -7.0840 6.4386 6.1281 -0.28 -0.19 0.07
H -5.4777 7.8986 7.0999 -0.04 -0.23 0.50
H -5.3254 7.9313 5.3860 -0.13 0.14 -0.41
H -3.1648 8.9624 6.2306 -0.62 -0.14 0.12
H -2.6196 7.7902 5.0137 0.29 0.48 -0.13
H -1.9267 7.8149 6.6269 -0.34 -0.63 0.33
C 2.4511 14.5571 -2.8836 -0.94 0.18 0.61
O 2.0702 13.3462 -3.4212 -0.17 -1.93 -0.96
C 3.1207 12.3857 -3.6388 -0.91 0.16 0.24
C 2.5317 11.0772 -4.1554 -0.85 1.47 0.63
N 1.8353 10.2663 -3.1344 1.60 -1.24 -1.56
C 1.5229 9.0246 -3.8799 -1.16 -0.95 1.92
C 0.9063 7.9881 -2.9038 -0.76 0.31 -0.50
O -0.4358 8.3753 -2.4858 -0.03 0.12 -0.96
C -1.4329 7.3132 -2.3862 2.24 0.23 0.81
H 1.5207 15.1109 -2.7584 0.00 0.32 -0.35
H 3.1160 15.0981 -3.5568 0.43 0.16 0.41
H 2.7458 14.3965 -1.8465 1.02 0.31 0.03
H 3.6216 12.1779 -2.6932 0.29 0.12 0.12
H 3.8172 12.7745 -4.3817 0.23 0.14 -0.01
H 3.3377 10.5404 -4.6558 -0.07 -0.38 0.36
H 1.7892 11.3263 -4.9134 0.12 0.23 -0.54
H 0.9582 10.6708 -2.8392 -0.04 0.33 -0.14
H 2.3855 8.4917 -4.2799 0.52 0.55 0.15
H 0.8719 9.2142 -4.7333 -0.33 -0.03 -0.11
H 1.5964 7.8932 -2.0655 -0.22 0.33 0.46
H 0.9435 6.9977 -3.3574 -0.54 -0.13 -0.33
H -1.4906 6.6943 -3.2816 0.01 0.11 -0.13
H -2.4178 7.6750 -2.0910 0.32 0.45 -0.19
H -0.9881 6.7565 -1.5614 -0.76 -0.88 0.06
```
Forces are in eV/Å.

Löwdin population analysis, charges in e, atoms 1 to 99: number 1, C, carries -0.10; number 2, O, carries -0.22; number 3, C, carries -0.21; number 4, C, carries -0.19; number 5, N, carries -0.11; number 6, C, carries -0.18; number 7, C, carries -0.21; number 8, O, carries -0.20; number 9, C, carries -0.11; number 10, H, carries 0.09; number 11, H, carries 0.09; number 12, H, carries 0.08; number 13, H, carries 0.12; number 14, H, carries 0.11; number 15, H, carries 0.11; number 16, H, carries 0.11; number 17, H, carries 0.11; number 18, H, carries 0.12; number 19, H, carries 0.11; number 20, H, carries 0.11; number 21, H, carries 0.11; number 22, H, carries 0.09; number 23, H, carries 0.08; number 24, H, carries 0.09; number 25, C, carries -0.09; number 26, O, carries -0.21; number 27, C, carries -0.22; number 28, C, carries -0.22; number 29, N, carries -0.06; number 30, C, carries -0.21; number 31, C, carries -0.27; number 32, O, carries -0.19; number 33, C, carries -0.08; number 34, H, carries 0.09; number 35, H, carries 0.08; number 36, H, carries 0.09; number 37, H, carries 0.11; number 38, H, carries 0.11; number 39, H, carries 0.11; number 40, H, carries 0.12; number 41, H, carries 0.10; number 42, H, carries 0.12; number 43, H, carries 0.12; number 44, H, carries 0.12; number 45, H, carries 0.13; number 46, H, carries 0.09; number 47, H, carries 0.07; number 48, H, carries 0.08; number 49, C, carries -0.10; number 50, O, carries -0.19; number 51, C, carries -0.23; number 52, C, carries -0.20; number 53, N, carries -0.06; number 54, C, carries -0.21; number 55, C, carries -0.26; number 56, O, carries -0.19; number 57, C, carries -0.07; number 58, H, carries 0.08; number 59, H, carries 0.08; number 60, H, carries 0.08; number 61, H, carries 0.11; number 62, H, carries 0.12; number 63, H, carries 0.11; number 64, H, carries 0.12; number 65, H, carries 0.09; number 66, H, carries 0.12; number 67, H, carries 0.12; number 68, H, carries 0.11; number 69, H, carries 0.12; number 70, H, carries 0.08; number 71, H, carries 0.08; number 72, H, carries 0.08; number 73, C, carries -0.14; number 74, O, carries -0.19; number 75, C, carries -0.22; number 76, C, carries -0.18; number 77, N, carries -0.07; number 78, C, carries -0.23; number 79, C, carries -0.24; number 80, O, carries -0.18; number 81, C, carries -0.13; number 82, H, carries 0.09; number 83, H, carries 0.08; number 84, H, carries 0.09; number 85, H, carries 0.12; number 86, H, carries 0.12; number 87, H, carries 0.11; number 88, H, carries 0.12; number 89, H, carries 0.11; number 90, H, carries 0.11; number 91, H, carries 0.12; number 92, H, carries 0.12; number 93, H, carries 0.13; number 94, H, carries 0.07; number 95, H, carries 0.09; number 96, H, carries 0.08; number 97, C, carries -0.09; number 98, O, carries -0.20; number 99, C, carries -0.23



2.
ORCA calculation (the ωB97M-V functional and the def2-TZVPD basis) on 2 unconnected molecules or ions with the total composition C5H14O at a distorted geometry.

Values from the calculation:
* LUMO energy: 0.77 eV
* strongest force on any atom: 1.01 eV/A
* HOMO energy: -0.40232 Ha
* SMILES string: CCC(C)C.O
* ΔE to the lowest compared entry with this formula, charge and spin: 5.4 kcal per mole

```
20
Properties=species:S:1:pos:R:3:forces:R:3
C -1.8425 0.6147 0.5598 -0.03 -0.34 0.16
C -0.3738 0.6125 0.1652 0.02 0.12 0.33
C -0.0493 -0.2927 -1.0255 0.84 0.15 0.40
C 1.4793 -0.3856 -1.2224 -0.18 0.93 0.36
C -0.7438 0.1917 -2.2775 -0.08 -0.50 -0.75
H -2.4661 1.1540 -0.1469 -0.13 -0.07 -0.15
H -2.1990 -0.4216 0.6589 -0.05 0.24 -0.18
H -1.9871 1.0676 1.5358 0.03 0.19 0.12
H -0.0189 1.6315 -0.0249 -0.14 0.03 -0.29
H 0.2006 0.3334 1.0481 0.17 -0.36 -0.01
H -0.3564 -1.3016 -0.7571 -0.43 -0.17 -0.16
H 1.7199 -0.4626 -2.2798 0.21 -0.59 0.02
H 1.8904 -1.1737 -0.5890 0.15 -0.12 -0.41
H 1.9739 0.5408 -0.8957 -0.17 -0.07 -0.01
H -1.8141 0.0074 -2.2620 -0.19 0.12 0.13
H -0.3762 -0.2859 -3.2026 0.00 -0.03 0.44
H -0.5733 1.2501 -2.4084 -0.02 0.48 0.00
O 1.2787 -0.5439 3.2557 -0.14 -0.67 -0.43
H 1.9593 -0.8447 3.8657 0.01 0.03 0.03
H 1.0779 -1.3324 2.7136 0.13 0.62 0.41
```
Forces are in eV/Å.

Computed Löwdin charges, given in elementary charges: number 1, C, carries -0.11; number 2, C, carries -0.26; number 3, C, carries -0.45; number 4, C, carries -0.08; number 5, C, carries -0.09; number 6, H, carries 0.06; number 7, H, carries 0.08; number 8, H, carries 0.07; number 9, H, carries 0.11; number 10, H, carries 0.08; number 11, H, carries 0.12; number 12, H, carries 0.07; number 13, H, carries 0.07; number 14, H, carries 0.08; number 15, H, carries 0.07; number 16, H, carries 0.08; number 17, H, carries 0.08; number 18, O, carries -0.07; number 19, H, carries 0.03; number 20, H, carries 0.04